Entry 1:
Below is C43H42B2F2N10ReSi as an isolated structure, with properties calculated with ωB97M-V/def2-TZVPD.

Last column: Löwdin charge in e.
Atoms and positions in Å:
Re -0.44121 0.10338 0.11709  1.348
C 3.39042 -3.59003 1.83992  -0.017
C 2.98781 -2.29623 1.21447  -0.260
C 3.79778 -1.25457 0.81105  0.033
C 2.93037 -0.28439 0.29725  -0.233
N 1.66838 -0.71335 0.38123  -0.008
N 1.71135 -1.95897 0.95104  0.047
B 0.43830 -2.72875 1.43100  -0.496
N -0.22551 -1.87126 2.50897  0.046
N -0.39012 -0.55936 2.21726  -0.031
C -0.78638 0.03608 3.35339  -0.233
C -0.90555 -0.91570 4.36549  0.053
C -0.52939 -2.11670 3.78861  -0.248
C -0.43134 -3.47546 4.39524  -0.009
C -0.96132 1.48882 3.45512  -0.197
C -0.03099 2.35102 2.88029  -0.038
C -0.18403 3.72312 3.01133  -0.071
C -1.26550 4.24125 3.70635  -0.073
C -2.19296 3.38413 4.28377  -0.069
C -2.03847 2.01406 4.16451  -0.028
N -0.52136 -2.92600 0.24904  0.061
N -0.68785 -1.84981 -0.56070  -0.025
C -1.01112 -2.30691 -1.76602  -0.189
C -1.14060 -3.70345 -1.71700  0.054
C -0.80002 -4.05730 -0.43059  -0.253
C -0.69702 -5.41174 0.18362  -0.013
C -0.84022 -1.51057 -3.00059  -0.213
C -1.26788 -2.17170 -4.25233  -0.041
C -0.53320 -2.11863 -5.36619  -0.069
C 0.77417 -1.47499 -5.40122  -0.064
C 1.29991 -0.91204 -4.30808  -0.034
C 0.54640 -0.83076 -3.04957  -0.108
C 3.32955 1.02240 -0.25661  -0.165
C 2.76058 1.56039 -1.40740  -0.049
C 3.19082 2.78006 -1.91106  -0.077
C 4.20367 3.47654 -1.26954  -0.083
C 4.78266 2.94880 -0.12196  -0.081
C 4.35053 1.73180 0.37889  -0.036
H 4.47587 -3.63532 1.90464  0.083
H 2.98307 -3.69098 2.84634  0.079
H 3.04425 -4.44197 1.25439  0.083
H 4.87350 -1.22052 0.85038  0.116
H 0.75393 -3.78914 1.87986  0.114
H -1.18272 -0.74636 5.39203  0.119
H -0.77142 -3.44177 5.42813  0.083
H -1.04778 -4.19349 3.85357  0.085
H 0.59557 -3.84286 4.38195  0.078
H 0.83329 1.94252 2.36460  0.109
H 0.54533 4.38983 2.57302  0.097
H -1.38544 5.31300 3.79945  0.104
H -3.04195 3.78602 4.82164  0.105
H -2.77054 1.34155 4.59466  0.122
H -1.38291 -4.36730 -2.52892  0.115
H -1.03954 -6.16108 -0.52725  0.083
H 0.33148 -5.64590 0.46108  0.077
H -1.30884 -5.48614 1.08319  0.086
H -2.19902 -2.72590 -4.22998  0.124
H -0.89745 -2.59583 -6.26668  0.111
H 1.34714 -1.52047 -6.31810  0.106
H 2.31547 -0.53423 -4.30821  0.116
H 1.11029 -0.90409 -2.12494  0.119
H 1.96948 1.03052 -1.92016  0.081
H 2.72058 3.18064 -2.80031  0.089
H 4.53894 4.42861 -1.66033  0.104
H 5.57031 3.48877 0.38812  0.102
H 4.79561 1.33267 1.28214  0.112
F -2.60162 2.05561 1.14686  0.132
B -2.33092 0.76076 0.86782  -0.755
F -3.32183 -0.04438 1.31914  0.127
C -3.84724 -0.10780 -2.50014  -0.125
Si -3.50461 1.71339 -2.29998  0.523
C -4.60577 2.40376 -0.96023  -0.152
C -3.90817 2.67615 -3.86500  -0.176
N -1.74277 1.85891 -1.92385  -0.130
C -1.17581 3.06925 -1.50222  -0.263
C -1.77887 4.27556 -1.88569  -0.036
C -1.22961 5.49005 -1.52067  -0.072
C -0.05742 5.54844 -0.77674  -0.088
C 0.53906 4.36166 -0.39024  -0.089
C -0.02002 3.13877 -0.72783  -0.054
H -4.93372 -0.22854 -2.54346  0.052
H -3.48318 -0.68244 -1.64516  0.037
H -3.43982 -0.53364 -3.41755  0.016
H -5.57409 2.63120 -1.41665  0.042
H -4.21118 3.32265 -0.52657  0.039
H -4.77210 1.69668 -0.14921  0.029
H -4.46318 2.05105 -4.56677  0.031
H -3.02982 3.05023 -4.39248  0.030
H -4.53431 3.53588 -3.61474  0.035
H -2.67253 4.27117 -2.49490  0.080
H -1.71619 6.40286 -1.84082  0.106
H 0.38288 6.50103 -0.51390  0.100
H 1.46557 4.37273 0.17078  0.105
H 0.50923 2.23653 -0.42889  0.048
N -0.97088 0.66834 -1.63369  -0.166
C -0.71419 -0.00238 -2.91319  -0.307
C -0.99649 0.87044 -4.08906  -0.123
C -0.12353 1.96595 -4.28175  -0.160
N 0.61705 2.83820 -4.43415  0.226
C -1.93874 0.61102 -5.09880  -0.217
N -2.71788 0.42669 -5.93282  0.226

Computed properties:
total charge	0
DFT total energy	-2828.69737	Ha
orbital gap (alpha / beta)	0.2667 / 0.1895	Ha
2S+1	2
energy above the lowest of the compared OMol25 structures with the same formula, charge and spin	77.8	kcal per mole
HOMO level (alpha / beta)	-7.22 / -7.19	eV

***

Entry 2:
Below is C43H42N5P2SW as an isolated structure, with properties calculated with ωB97M-V/def2-TZVPD.

Last column: Löwdin charge in e.
Atoms and positions in Å:
W 0.11562 0.35687 0.22193  1.135
C -1.43087 -2.91602 2.33370  -0.028
C -1.89218 -1.51364 2.05016  -0.295
C -1.00012 -0.43470 2.25859  -0.187
C -1.43610 0.88804 2.06942  -0.219
C -2.72735 1.12891 1.58087  -0.087
C -3.58355 0.07412 1.35241  -0.051
C -3.16837 -1.23717 1.61119  -0.038
H -0.58834 -3.18715 1.69290  0.077
H -2.22930 -3.63414 2.15608  0.086
H -1.10054 -3.01892 3.36905  0.092
H -0.09935 -0.61825 2.83969  0.120
H -0.88552 1.70004 2.52456  0.109
H -3.05455 2.14985 1.43378  0.116
H -4.58684 0.26126 0.99343  0.117
H -3.85858 -2.05902 1.46128  0.125
C 0.24911 -1.42763 -7.36058  -0.407
S 1.59193 -0.23663 -7.17645  0.815
C 0.65804 1.24445 -6.70968  -0.484
C 0.79943 1.62781 -5.23967  -0.263
C 0.30328 0.51483 -4.34312  -0.248
N 0.45195 0.70756 -2.88098  -0.391
P 1.43865 -0.22420 -1.86692  0.920
C 3.12393 0.15623 -2.34086  -0.317
C 3.88256 -0.71382 -3.11771  -0.061
C 5.13432 -0.31389 -3.57287  -0.058
C 5.63345 0.93607 -3.24131  -0.060
C 4.88587 1.80012 -2.44565  -0.059
C 3.63662 1.40988 -2.00042  -0.093
C 1.27430 -2.01874 -2.11484  -0.375
C 1.68484 -2.79969 -1.03344  -0.118
C 1.63182 -4.18360 -1.09867  -0.067
C 1.14573 -4.80781 -2.23982  -0.060
C 0.72649 -4.04352 -3.31664  -0.059
C 0.80371 -2.65646 -3.26189  -0.094
P -0.40118 1.73870 -1.83514  0.901
C -1.94323 2.13593 -2.65955  -0.324
C -2.24664 3.44127 -3.03957  -0.068
C -3.44150 3.70667 -3.69793  -0.060
C -4.33309 2.68162 -3.97244  -0.058
C -4.04288 1.37926 -3.58211  -0.052
C -2.85792 1.11060 -2.92016  -0.088
C 0.46256 3.33045 -1.65507  -0.378
C 1.29471 3.84684 -2.64672  -0.092
C 1.92058 5.07266 -2.47415  -0.056
C 1.69937 5.81130 -1.31731  -0.064
C 0.85759 5.31529 -0.33178  -0.075
C 0.25079 4.07704 -0.49776  -0.121
H 0.69876 -2.36537 -7.68624  0.036
H -0.45484 -1.10709 -8.12779  0.042
H -0.29393 -1.61196 -6.43304  0.006
H -0.39150 1.07011 -6.95751  0.085
H 1.00374 2.06375 -7.33872  0.074
H 0.23338 2.54811 -5.05991  0.107
H 1.85305 1.82540 -5.01488  0.109
H 0.88248 -0.36491 -4.60221  0.057
H -0.74469 0.28697 -4.56178  0.118
H 3.50951 -1.69653 -3.37558  0.107
H 5.71547 -0.98626 -4.18988  0.113
H 6.60938 1.23996 -3.59736  0.111
H 5.27721 2.77143 -2.17141  0.111
H 3.05511 2.08153 -1.38581  0.066
H 2.05615 -2.33228 -0.12766  0.096
H 1.96744 -4.77442 -0.25623  0.110
H 1.09156 -5.88753 -2.28651  0.112
H 0.32947 -4.51546 -4.20539  0.114
H 0.46097 -2.10344 -4.11825  0.072
H -1.55919 4.25060 -2.83074  0.104
H -3.67088 4.72145 -3.99486  0.112
H -5.25884 2.89634 -4.49023  0.113
H -4.73493 0.57445 -3.79096  0.115
H -2.64898 0.09779 -2.61943  0.063
H 1.47919 3.28593 -3.54537  0.073
H 2.57423 5.45279 -3.24872  0.113
H 2.18578 6.76961 -1.18591  0.112
H 0.68315 5.88472 0.57178  0.114
H -0.39182 3.69410 0.28628  0.096
N 1.46142 1.11089 1.05034  -0.174
C 2.59410 1.69178 1.67359  -0.333
C 3.12381 2.86911 1.16885  -0.044
C 4.23556 3.42747 1.78448  -0.063
C 4.79901 2.81788 2.89866  -0.075
C 4.24830 1.64784 3.40385  -0.070
C 3.14173 1.07894 2.78854  -0.036
H 2.65778 3.34960 0.32034  0.081
H 4.65660 4.34509 1.39452  0.109
H 5.66613 3.25479 3.37588  0.108
H 4.67958 1.17387 4.27533  0.109
H 2.70745 0.16316 3.16873  0.107
N -1.20652 -0.97054 -0.76739  -0.014
C -1.82840 -1.68609 -1.46729  -0.333
N -2.56652 -2.45140 -2.13066  0.131
C -2.46318 -2.55953 -3.45670  -0.362
N -2.42227 -2.63739 -4.60756  0.144

Computed properties:
total charge	+1
DFT total energy	-3085.36141	Ha
orbital gap	0.2406	Ha
energy above the lowest of the compared OMol25 structures with the same formula, charge and spin	12.5	kcal per mole
HOMO level	-10.22	eV

***

Entry 3:
Below is C43H43B2F5INO4PS as an isolated structure, with properties calculated with ωB97M-V/def2-TZVPD.

Last column: Löwdin charge in e.
Atoms and positions in Å:
C 0.64631 -3.04885 -2.72361  -0.142
C 1.98405 -2.34638 -2.08695  -0.186
B 1.93002 -0.70609 -1.98426  -0.350
O 3.24054 0.00883 -2.18061  -0.004
C 0.55317 0.18291 -1.63958  -0.420
P -0.16675 -0.79898 -0.16836  0.407
S -1.39445 0.19479 0.96741  0.098
O -0.26096 0.31005 -2.89362  -0.033
B -1.17648 1.41294 -2.54063  -0.753
C -2.25502 1.96502 -3.68628  -0.162
F -1.84743 3.29038 -4.22799  -0.055
F -2.41248 0.94712 -4.79022  -0.054
C -3.68961 2.17509 -2.85248  -0.005
C -4.16850 3.71711 -2.42109  0.019
C -5.56929 3.87229 -1.55316  -0.066
C -6.51937 2.57531 -1.10547  -0.013
C -6.04972 1.04069 -1.53514  -0.057
C -6.85444 -0.33505 -1.12876  -0.210
F -5.81220 -1.42651 -1.06910  -0.036
F -7.35591 -0.20499 0.28586  -0.018
F -7.92181 -0.72931 -2.07785  0.007
C -4.65798 0.90729 -2.39176  0.066
O -0.53803 2.38647 -1.63272  -0.042
C 0.83929 1.81936 -1.44856  -0.619
I 1.70509 2.31761 0.54730  1.012
O 1.54738 2.50216 -2.58211  -0.036
C 2.52369 3.41218 -1.89833  -0.291
N 3.34455 4.43088 -1.75647  0.094
H -0.11729 -2.31273 -3.21803  0.092
H 0.07386 -3.56445 -1.81234  0.066
H 0.99350 -3.93416 -3.41578  0.070
H 2.88147 -2.61115 -2.82713  0.116
H 2.30084 -2.76115 -1.03231  0.110
H 3.78980 -0.33773 -1.39199  0.127
H 0.91140 -1.28036 0.68385  -0.005
H -0.89816 -1.97860 -0.64248  0.013
H -1.93226 0.85738 -1.79398  0.075
H -3.53539 4.68230 -2.71949  0.108
H -5.87563 4.97078 -1.22399  0.078
H -7.48401 2.76652 -0.46430  0.084
H -4.26334 -0.17351 -2.70662  0.124
C -4.38325 -6.70499 0.03168  -0.105
C -4.33711 -5.31121 0.03065  -0.092
C -5.07159 -4.58905 -0.90948  -0.082
C -5.86078 -5.26122 -1.84322  -0.089
C -5.90983 -6.65495 -1.83973  -0.104
C -5.16802 -7.37735 -0.90549  -0.109
H -3.80802 -7.26755 0.76235  0.095
H -3.72752 -4.78733 0.76266  0.101
H -5.03016 -3.50324 -0.91430  0.081
H -6.43708 -4.69848 -2.57282  0.102
H -6.52618 -7.17856 -2.56643  0.096
H -5.20216 -8.46327 -0.90660  0.094
C 4.00724 -0.39998 6.05321  -0.105
C 2.97165 -1.22603 5.61737  -0.102
C 2.23933 -0.88656 4.48014  -0.089
C 2.54947 0.27510 3.77242  -0.104
C 3.58756 1.09918 4.20618  -0.098
C 4.31380 0.76449 5.34876  -0.099
H 4.57552 -0.66311 6.94151  0.096
H 2.73454 -2.13477 6.16497  0.097
H 1.42811 -1.52693 4.14465  0.102
H 1.98208 0.53727 2.88335  0.018
H 3.83017 2.00359 3.65360  0.093
H 5.11885 1.40960 5.68953  0.098
C 6.41675 6.12961 2.41671  -0.108
C 6.46289 7.52339 2.41567  -0.114
C 5.72841 8.24555 1.47555  -0.108
C 4.93922 7.57338 0.54180  -0.091
C 4.89017 6.17965 0.54529  -0.087
C 5.63198 5.45725 1.47953  -0.092
H 6.99198 5.56705 3.14737  0.094
H 7.07248 8.04727 3.14768  0.093
H 5.76984 9.33136 1.47072  0.094
H 4.36292 8.13612 -0.18780  0.101
H 4.27382 5.65604 -0.18141  0.043
H 5.59784 4.37134 1.47842  0.097
C 0.56110 5.76200 4.39140  -0.100
C -0.61252 6.50724 4.28188  -0.107
C -1.79443 5.89193 3.87040  -0.102
C -1.80482 4.52785 3.57768  -0.086
C -0.63198 3.78186 3.69086  -0.096
C 0.55202 4.39916 4.09338  -0.101
H 1.48278 6.24260 4.70883  0.097
H -0.60587 7.56872 4.51662  0.095
H -2.70721 6.47428 3.77870  0.096
H -2.72689 4.04714 3.26173  0.104
H -0.64063 2.71850 3.46427  0.090
H 1.46676 3.81882 4.17612  0.089
C 2.27106 -8.86086 -4.26254  -0.101
C 1.50651 -9.23817 -3.15897  -0.101
C 1.31724 -8.34697 -2.10316  -0.096
C 1.88496 -7.07360 -2.15554  -0.095
C 2.64639 -6.69501 -3.26088  -0.100
C 2.84338 -7.58957 -4.31249  -0.097
H 2.42118 -9.55692 -5.08365  0.097
H 1.05846 -10.22798 -3.12135  0.098
H 0.72705 -8.64365 -1.24039  0.099
H 1.73349 -6.37720 -1.33505  0.099
H 3.08739 -5.70205 -3.30227  0.095
H 3.44122 -7.29623 -5.17094  0.099

Computed properties:
total charge	-1
DFT total energy	-3605.90066	Ha
orbital gap	0.2627	Ha
HOMO level	-5.31	eV